# C19H26FN3O4S2

The molecule C19H26FN3O4S2 (ωB97M-V with the def2-TZVPD basis set, the Open Molecules 2025 dataset).

```
55
Properties=species:S:1:pos:R:3:nbo_charge:R:1
S 2.087 -1.176 0.051 -0.21
S -2.300 -0.529 1.533 2.35
F -1.561 -2.146 3.947 -0.31
O -3.239 -4.122 -0.750 -0.53
O -2.081 0.300 0.376 -0.96
O 3.393 1.713 2.919 -0.57
O -3.430 -0.246 2.361 -0.92
N 2.672 1.278 0.836 -0.68
N 1.581 1.095 -1.211 -0.42
N -2.294 -2.133 1.118 -0.69
C 0.234 0.357 2.074 -0.07
C -0.430 0.622 -2.530 -0.41
C -0.787 -0.466 2.494 -0.43
C -4.118 -3.339 0.040 -0.08
C -3.484 -2.924 1.363 -0.26
C -0.579 -1.319 3.563 0.45
C 3.798 2.954 -2.002 -0.61
C 1.395 2.540 -1.275 -0.04
C -0.089 2.854 -1.530 -0.40
C 1.058 0.345 -2.335 -0.24
C 2.076 0.467 -0.140 0.31
C 1.659 -0.523 3.796 -0.11
C -1.868 -3.893 -0.494 -0.07
C 1.476 0.310 2.697 -0.17
C 0.631 -1.339 4.237 -0.28
C -1.581 -2.447 -0.108 -0.27
C -0.642 2.115 -2.743 -0.41
C 2.608 1.140 2.200 0.69
C 2.324 3.180 -2.318 -0.41
H 1.234 -0.714 -2.143 0.26
H -4.167 -2.311 1.951 0.25
H 2.621 -0.540 4.285 0.24
H 3.394 1.917 0.520 0.42
H -0.145 2.445 -3.657 0.19
H 4.419 3.384 -2.784 0.22
H -0.791 0.048 -3.383 0.21
H -0.510 -2.304 0.063 0.24
H -1.706 2.331 -2.841 0.22
H -0.202 3.932 -1.647 0.21
H 0.031 1.016 1.244 0.23
H -1.340 -4.149 -1.416 0.20
H -1.898 -1.776 -0.915 0.20
H -0.979 0.313 -1.638 0.23
H 2.118 4.251 -2.337 0.21
H -3.209 -3.809 1.949 0.20
H -5.009 -3.949 0.210 0.20
H -1.516 -4.557 0.308 0.17
H 0.762 -2.002 5.077 0.24
H 1.611 0.633 -3.235 0.19
H 4.070 3.431 -1.062 0.20
H 4.023 1.891 -1.940 0.21
H 2.104 2.785 -3.309 0.20
H -0.669 2.543 -0.658 0.22
H -4.409 -2.436 -0.517 0.17
H 1.652 2.958 -0.296 0.22
```

## Properties
HOMO-LUMO gap = 8.7 eV
Energy above the lowest of the compared OMol25 structures with the same formula, charge and spin = 0.223 eV
HOMO level = -8.452 eV
SMILES = CC[C@H]1CCCCN1C(=S)NC(=O)c1ccc(F)c(S(=O)(=O)N2CCOCC2)c1

***

# C30H46BrN3P2Pb

C30H46BrN3P2Pb as an isolated structure (ωB97M-V with the def2-TZVPD basis set, the Open Molecules 2025 dataset).

```
83
Properties=species:S:1:pos:R:3:lowdin_charge:R:1
Pb 0.249 -0.165 1.366 1.04
Br 1.740 -1.371 3.039 0.35
P 6.461 -1.106 0.307 1.27
P -0.207 -2.212 0.348 0.81
N -0.667 0.632 3.157 -0.15
N -6.998 5.576 -5.548 0.32
N -1.907 -1.349 3.863 0.16
C 5.960 -2.264 2.889 -0.14
C -1.499 1.411 -2.249 0.01
C -5.842 5.482 -3.423 0.05
C 0.906 -2.701 -1.059 -0.33
C 5.293 -1.892 1.557 -0.40
C -2.866 2.221 -0.426 0.02
C -0.145 -3.599 1.587 -0.42
C -0.744 2.623 4.508 -0.02
C -2.044 1.548 0.481 -0.09
C -5.853 3.555 -4.851 0.05
C -6.606 6.140 -4.393 -0.01
C -1.936 -2.110 -0.329 -0.35
C -0.928 0.788 0.051 -0.43
C -1.493 -0.013 4.053 -0.31
C 5.872 0.673 0.441 -0.38
C -1.297 -4.611 1.627 -0.10
C -0.299 1.930 3.384 -0.13
C -3.077 -1.623 0.573 -0.10
C -5.437 4.144 -3.632 -0.17
C 6.921 1.696 -0.012 -0.14
C -3.432 2.859 -2.815 -0.01
C -6.615 4.301 -5.752 -0.01
C 0.344 -2.695 -2.487 -0.11
C -0.679 0.735 -1.338 -0.12
C 5.594 -1.530 -1.305 -0.38
C -1.952 0.665 5.194 0.03
C -2.613 2.172 -1.820 -0.17
C -1.574 1.984 5.419 0.01
C -4.637 3.459 -2.618 -0.01
C 6.234 -2.689 -2.081 -0.14
H -5.586 2.522 -5.098 0.15
H -6.921 7.180 -4.230 0.17
H 5.912 -3.668 -1.684 0.08
H 4.524 -1.738 -1.105 0.08
H 7.336 -2.649 -2.023 0.08
H 5.543 0.879 1.480 0.09
H -0.396 -1.895 -2.650 0.05
H -2.274 1.614 1.551 0.11
H -1.833 -1.500 -1.245 0.06
H -1.924 2.508 6.299 0.14
H 4.972 0.749 -0.198 0.09
H -6.940 3.847 -6.699 0.16
H 1.166 -2.545 -3.209 0.10
H -5.556 6.004 -2.502 0.15
H -1.050 -5.423 2.335 0.11
H 0.828 -4.098 1.418 0.10
H -5.079 3.449 -1.614 0.13
H 5.947 -2.655 -3.147 0.09
H 6.747 2.679 0.461 0.09
H 1.260 -3.713 -0.796 0.10
H -2.518 -1.816 4.550 0.15
H 6.010 -1.390 3.561 0.09
H -3.823 -1.042 0.005 0.10
H -0.074 -3.074 2.556 -0.02
H -2.671 -0.959 1.358 0.03
H -0.136 -3.658 -2.733 0.10
H -2.226 -4.137 1.985 0.07
H -2.999 2.878 -3.824 0.14
H 5.394 -3.061 3.405 0.09
H 0.356 2.439 2.689 0.12
H 1.797 -2.053 -0.971 0.07
H 5.632 -0.607 -1.915 0.09
H 4.498 -1.145 1.743 0.03
H -2.147 -3.136 -0.682 0.11
H -3.599 -2.453 1.076 0.09
H 6.895 1.833 -1.108 0.09
H -2.600 0.170 5.906 0.14
H 7.944 1.377 0.259 0.08
H -1.280 1.355 -3.323 0.14
H -3.719 2.796 -0.048 0.13
H -1.662 -1.860 3.021 0.04
H 0.174 0.159 -1.717 0.10
H -0.440 3.649 4.673 0.13
H 4.799 -2.771 1.097 0.09
H -1.498 -5.072 0.646 0.09
H 6.992 -2.628 2.744 0.08
```

## Properties
HOMO-LUMO gap (alpha / beta) = 5.7 / 5.1 eV
Energy above the lowest of the compared OMol25 structures with the same formula, charge and spin = 0.000 eV
HOMO level (alpha / beta) = -18.291 / -18.289 eV
Net charge = +4

***

# C4H7NO5

A 2-piece molecular cluster, C4H7NO5 overall (ωB97M-V with the def2-TZVPD basis set, the Open Molecules 2025 dataset).

```
17
Properties=species:S:1:pos:R:3:nbo_charge:R:1
O -1.420 2.282 -3.892 -0.53
O -1.642 0.334 -2.632 -0.30
O 1.337 -0.149 -0.327 -0.22
O -0.281 0.736 0.873 -0.22
O -0.680 0.747 -1.708 -0.14
N 0.231 0.243 -0.089 0.63
C -1.896 1.194 -3.701 0.79
C -2.306 -0.859 -5.102 -0.60
C -4.211 0.202 -3.759 -0.60
C -2.919 0.413 -4.534 -0.31
H -1.972 -1.376 -4.216 0.22
H -3.869 -0.312 -2.874 0.22
H -5.011 -0.383 -4.262 0.22
H -4.601 1.203 -3.504 0.22
H -3.130 1.051 -5.337 0.22
H -2.974 -1.516 -5.702 0.22
H -1.447 -0.553 -5.724 0.22
```

## Properties
HOMO-LUMO gap (alpha / beta) = 8.7 / 8.2 eV
Energy above the lowest of the compared OMol25 structures with the same formula, charge and spin = 9.515 eV
HOMO level (alpha / beta) = -10.774 / -10.478 eV

***

no.,F_max (hartree/bohr)
1,0.0204
2,0.1173
3,0.0497